[1]
13
Properties=species:S:1:pos:R:3 method="wB97M-V/def2-TZVPD" spin_multiplicity=1 total_charge=+1 e_tot_ev=-6769.3303 e_lumo_ev=-5.94 orbital_gap_ev=8.88 relative_energy_kj_mol=177.47 mol_weight_g_mol=74.10
C -1.10 0.17 0.24
C -1.79 0.77 1.20
C 1.14 0.76 0.88
N 0.31 0.32 0.00
H -1.48 -0.35 -0.63
H -1.42 1.49 1.90
H -2.86 0.62 1.31
H 2.01 0.27 1.29
H 0.72 1.61 1.43
H 0.66 -0.37 -0.73
H 1.65 -1.93 -1.30
H 0.73 -2.15 -2.51
O 1.00 -1.48 -1.87

[2]
13
Properties=species:S:1:pos:R:3 method="wB97M-V/def2-TZVPD" spin_multiplicity=1 total_charge=0 e_tot_ev=-6782.1120 e_lumo_ev=0.99 orbital_gap_ev=7.98 relative_energy_kj_mol=617.57 mol_weight_g_mol=81.12
C -0.88 -0.93 2.79
C 0.57 0.27 -2.66
C 1.23 0.81 -1.55
C -0.42 0.61 -1.71
C 0.17 1.76 -1.06
N -0.44 -0.97 1.64
H -1.54 -0.22 3.12
H -0.62 -1.53 3.72
H 0.17 -1.77 1.51
H 0.80 -0.28 -3.48
H 2.06 0.38 -1.04
H -1.27 0.07 -1.32
H 0.18 1.80 0.05

[3]
17
Properties=species:S:1:pos:R:3 method="wB97M-V/def2-TZVPD" spin_multiplicity=1 total_charge=+1 e_tot_ev=-8310.6255 e_lumo_ev=-3.81 orbital_gap_ev=10.21 relative_energy_kj_mol=112.57 mol_weight_g_mol=91.13
C -2.07 -1.03 1.35
C -0.77 -0.31 0.86
N -0.75 -0.25 -0.62
C 0.24 -0.45 -1.43
N 0.14 -0.81 -2.71
H -2.93 -0.32 1.23
H -1.89 -1.23 2.40
H -2.13 -1.95 0.75
H 0.12 -0.85 1.21
H -0.77 0.71 1.24
H -1.66 0.00 -0.97
H 1.22 -0.51 -0.98
H -0.73 -1.15 -3.10
H 0.95 -0.75 -3.30
H 4.38 2.99 1.67
H 2.93 2.91 1.47
O 3.73 2.99 0.95

[4]
11
Properties=species:S:1:pos:R:3 method="wB97M-V/def2-TZVPD" spin_multiplicity=1 total_charge=0 e_tot_ev=-17780.3807 e_lumo_ev=-0.33 orbital_gap_ev=8.48 relative_energy_kj_mol=63.01 mol_weight_g_mol=104.15 smiles="FC1CC(=S)C1"
C -0.76 -0.03 0.61
C 0.78 0.12 0.73
C 0.76 0.40 -0.74
C -0.59 -0.22 -0.90
H -1.34 0.81 0.97
H 1.16 0.82 1.46
H 1.24 -0.87 0.93
H -0.43 -1.29 -1.10
H -1.35 0.24 -1.52
F -1.26 -1.11 1.32
S 1.79 1.13 -1.77

[5]
46
Properties=species:S:1:pos:R:3 method="wB97M-V/def2-TZVPD" spin_multiplicity=1 total_charge=+1 e_tot_ev=-87264.6952 e_lumo_ev=-3.50 orbital_gap_ev=9.84 mol_weight_g_mol=517.50
O 1.79 -0.66 3.49
S 0.54 -0.54 2.83
O -0.15 0.70 2.91
N 0.64 -0.99 1.23
C 1.41 -2.21 1.02
C 1.27 -2.51 -0.46
F 1.57 -3.77 -0.78
N 2.20 -1.58 -1.15
C 2.15 -0.16 -0.62
C 1.00 0.14 0.36
S -0.48 0.71 -0.58
C -0.55 -1.87 3.57
F -1.26 -1.26 4.52
F -1.38 -2.39 2.65
F 0.20 -2.83 4.10
H 2.47 -2.07 1.24
H 1.02 -3.04 1.59
H 0.25 -2.27 -0.76
H 2.05 -1.59 -2.16
H 3.14 -1.94 -0.99
H 3.13 0.08 -0.23
H 2.01 0.49 -1.46
H 1.30 1.02 0.92
H -0.50 -0.19 -1.58
C 2.72 5.07 -0.44
C 1.61 4.82 -1.43
O 2.28 4.33 -2.60
S 3.57 3.49 -2.18
O 3.24 2.10 -2.17
O 4.68 3.97 -2.89
O 3.64 3.98 -0.65
H 3.25 6.00 -0.65
H 2.38 5.07 0.59
H 1.04 5.71 -1.67
H 0.92 4.04 -1.07
C -5.08 -2.73 0.21
C -4.16 -1.55 0.48
O -3.91 -1.01 -0.83
S -5.21 -1.20 -1.75
O -5.97 -0.01 -1.74
O -4.79 -1.82 -2.96
O -5.95 -2.28 -0.83
H -4.52 -3.60 -0.15
H -5.66 -3.01 1.09
H -3.22 -1.84 0.94
H -4.65 -0.79 1.08

[6]
10
Properties=species:S:1:pos:R:3 method="wB97M-V/def2-TZVPD" spin_multiplicity=1 total_charge=+3 e_tot_ev=-12400.5537 e_lumo_ev="-17.32 / -18.16" orbital_gap_ev="8.04 / 7.02" relative_energy_kj_mol=0.00 mol_weight_g_mol=186.88
C -0.68 -0.98 0.29
C 0.33 -0.83 -0.71
H 0.09 -0.59 -1.75
H 1.23 -1.41 -0.45
C 0.50 0.45 0.51
O 0.59 1.61 0.09
In 1.32 3.21 0.44
H 1.02 0.18 1.44
O -1.86 -0.49 0.00
H -2.55 -1.16 0.15

[7]
99
Properties=species:S:1:pos:R:3 method="wB97M-V/def2-TZVPD" spin_multiplicity=5 total_charge=+1 e_tot_ev=-212411.0701 e_lumo_ev="-2.70 / -4.67" orbital_gap_ev="7.44 / 6.07" relative_energy_kj_mol=79.42 mol_weight_g_mol=1103.80
Pt -1.98 -0.71 -1.57
N -0.10 -1.49 -2.84
N -0.43 -1.17 -4.16
C -1.78 -1.07 -4.47
O -2.13 -0.95 -5.63
O -2.59 -1.11 -3.45
H 0.78 -1.06 -2.58
H -0.06 -2.50 -2.66
H 0.17 -1.48 -4.91
Se 2.16 -4.51 2.21
P 1.60 -2.55 3.07
C 0.69 -2.78 4.58
C -0.65 -3.15 4.49
C -1.37 -3.42 5.64
C -0.74 -3.35 6.88
C 0.60 -3.01 6.97
C 1.32 -2.73 5.82
C 3.02 -1.52 3.38
C 2.94 -0.49 4.32
C 4.02 0.36 4.50
C 5.17 0.18 3.75
C 5.25 -0.84 2.81
C 4.18 -1.69 2.62
C 0.58 -2.05 1.71
C -0.04 -0.93 1.16
N -0.59 -1.38 0.03
N -0.35 -2.69 -0.13
N 0.36 -3.10 0.88
P -0.17 0.85 1.50
Se -3.21 0.62 0.31
C 0.01 0.93 3.32
C 0.79 1.91 3.93
C 0.77 2.07 5.31
C -0.04 1.25 6.10
C -0.83 0.29 5.49
C -0.82 0.14 4.11
C 1.39 1.51 0.84
C 2.43 0.74 0.34
C 3.56 1.33 -0.22
C 3.66 2.72 -0.27
C 2.62 3.50 0.22
C 1.49 2.90 0.76
H -1.14 -3.22 3.52
H -2.41 -3.71 5.57
H -1.31 -3.57 7.78
H 1.09 -2.97 7.94
H 2.37 -2.49 5.90
H 2.03 -0.34 4.89
H 3.95 1.16 5.23
H 6.02 0.84 3.90
H 6.16 -0.98 2.23
H 4.24 -2.49 1.89
H 1.44 2.54 3.34
H 1.38 2.83 5.78
H -0.06 1.37 7.17
H -1.47 -0.35 6.09
H -1.47 -0.60 3.65
H 2.36 -0.34 0.37
H 4.36 0.72 -0.61
H 4.53 3.18 -0.70
H 2.69 4.58 0.17
H 0.67 3.52 1.10
C 3.16 2.15 -6.01
C 1.77 2.14 -5.42
C 0.66 2.10 -6.25
C -0.63 2.10 -5.73
C -1.79 2.03 -6.71
C -0.80 2.12 -4.34
C -2.16 2.02 -3.81
O -2.45 1.70 -2.67
C 0.32 2.17 -3.48
C 0.19 2.23 -1.98
C 1.58 2.18 -4.04
H 3.13 2.05 -7.09
H 3.77 1.35 -5.60
H 3.67 3.09 -5.77
H 0.79 2.07 -7.32
H -1.41 2.09 -7.72
H -2.50 2.85 -6.58
H -2.33 1.08 -6.61
H -2.97 2.20 -4.52
H -0.11 1.27 -1.55
H -0.56 2.95 -1.65
H 1.15 2.50 -1.53
H 2.44 2.24 -3.39
C -4.88 0.64 -0.69
C -5.00 -0.58 -1.57
C -4.58 -1.83 -1.12
C -4.70 -2.96 -1.93
C -5.24 -2.84 -3.20
C -5.66 -1.59 -3.65
C -5.54 -0.47 -2.84
H -5.69 0.72 0.04
H -4.86 1.55 -1.28
H -4.26 -1.97 -0.09
H -4.38 -3.92 -1.57
H -5.33 -3.70 -3.84
H -6.06 -1.49 -4.65
H -5.84 0.50 -3.21

[8]
34
Properties=species:S:1:pos:R:3 method="wB97M-V/def2-TZVPD" spin_multiplicity=1 total_charge=-1 e_tot_ev=-70191.9483 e_lumo_ev=2.01 orbital_gap_ev=5.26 mol_weight_g_mol=386.34
C 1.96 -1.57 -0.20
C 3.08 -2.37 -0.36
N 4.33 -2.08 0.18
P 4.53 -2.37 1.72
O 3.51 -3.52 2.24
O 4.01 -1.14 2.67
S 6.39 -2.82 2.16
H 1.51 -1.16 -1.10
H 1.60 -1.34 0.79
H 3.00 -3.31 -0.92
H 3.25 -3.26 3.13
H 4.58 -0.40 2.50
C -1.73 -1.90 2.27
C -2.87 -2.61 1.57
O -3.22 -1.73 0.50
S -1.90 -0.98 -0.03
O -1.42 -1.66 -1.17
O -2.16 0.41 -0.05
O -0.97 -1.32 1.21
H -2.09 -1.10 2.92
H -1.10 -2.58 2.85
H -3.73 -2.77 2.22
H -2.55 -3.56 1.15
C -1.83 3.18 -1.74
C -2.65 3.85 -2.82
O -2.12 5.19 -2.89
S -0.55 5.15 -2.56
O 0.17 5.15 -3.78
O -0.29 6.11 -1.55
O -0.50 3.69 -1.94
H -2.17 3.46 -0.75
H -1.84 2.10 -1.83
H -3.71 3.88 -2.59
H -2.51 3.38 -3.79

[9]
118
Properties=species:S:1:pos:R:3 method="wB97M-V/def2-TZVPD" spin_multiplicity=1 total_charge=0 e_tot_ev=-141918.6347 e_lumo_ev=-0.34 orbital_gap_ev=9.58 mol_weight_g_mol=965.20 smiles="C[N+](=O)[O-].C[N+](=O)[O-].C[N+](=O)[O-].C[N+](=O)[O-].O=S1(=O)CCCC1.O=S1(=O)CCCC1.O=S1(=O)CCCC1.O=S1(=O)CCCC1.O=S1(=O)CCCC1.O=S1(=O)CCCC1"
C 5.62 17.96 13.32
N 5.73 19.43 13.05
O 5.32 20.19 13.90
O 6.27 19.77 12.01
H 6.25 17.46 12.60
H 4.58 17.70 13.20
H 5.96 17.80 14.34
C 7.88 15.70 9.33
N 8.60 15.13 8.15
O 9.68 14.61 8.37
O 8.04 15.14 7.08
H 7.30 14.87 9.74
H 7.25 16.51 9.00
H 8.64 16.03 10.02
C 4.58 18.85 9.48
N 4.22 17.98 8.31
O 5.09 17.29 7.82
O 3.11 18.12 7.85
H 5.59 18.57 9.77
H 3.89 18.62 10.28
H 4.47 19.86 9.09
C 6.11 18.08 5.04
N 6.84 17.59 3.84
O 7.53 16.61 3.95
O 6.69 18.23 2.81
H 6.42 17.46 5.87
H 5.05 17.95 4.81
H 6.33 19.12 5.21
C 7.17 23.37 4.96
C 6.46 22.01 5.05
C 5.67 22.08 6.34
S 5.02 23.75 6.44
O 5.38 24.38 7.67
O 3.65 23.72 6.00
C 6.05 24.40 5.12
H 7.71 23.49 4.02
H 7.91 23.46 5.76
H 7.12 21.15 5.03
H 5.83 21.89 4.16
H 6.41 21.94 7.15
H 4.88 21.38 6.61
H 6.36 25.41 5.38
H 5.48 24.43 4.20
C 5.05 13.16 4.99
C 5.05 14.51 5.72
C 3.72 15.20 5.44
S 2.55 13.81 5.33
O 2.05 13.74 3.99
O 1.64 13.84 6.45
C 3.78 12.51 5.50
H 5.94 12.61 5.29
H 5.05 13.27 3.91
H 5.92 15.11 5.45
H 5.18 14.28 6.78
H 3.64 15.71 4.48
H 3.38 15.77 6.29
H 3.36 11.64 4.99
H 3.83 12.26 6.56
C 0.80 21.31 14.43
C -0.01 21.22 13.14
C 0.10 19.80 12.61
S 1.56 19.08 13.39
O 2.53 18.74 12.36
O 1.16 18.11 14.37
C 2.11 20.61 14.18
H 0.27 20.79 15.24
H 0.93 22.33 14.78
H 0.49 21.86 12.41
H -1.02 21.57 13.32
H 0.26 19.74 11.54
H -0.69 19.11 12.94
H 2.70 21.05 13.38
H 2.70 20.36 15.05
C 8.77 21.89 9.59
C 9.48 22.07 8.23
C 10.15 20.73 7.95
S 8.81 19.60 8.25
O 9.27 18.30 8.64
O 7.84 19.68 7.19
C 8.12 20.51 9.62
H 8.09 22.72 9.76
H 9.53 21.96 10.37
H 10.20 22.89 8.32
H 8.81 22.27 7.40
H 10.90 20.50 8.71
H 10.55 20.58 6.95
H 8.39 19.99 10.54
H 7.04 20.49 9.60
C 0.41 23.09 6.63
C 0.12 21.62 6.31
C 1.11 20.78 7.12
S 1.40 21.67 8.66
O 2.81 21.95 8.79
O 0.71 21.02 9.74
C 0.56 23.17 8.14
H -0.41 23.71 6.27
H 1.32 23.41 6.14
H 0.26 21.36 5.26
H -0.89 21.37 6.65
H 2.11 20.71 6.67
H 0.77 19.76 7.29
H 1.16 24.00 8.51
H -0.40 23.17 8.67
C 0.46 16.28 8.36
C 0.08 17.32 9.42
C -0.78 16.64 10.46
S -1.73 15.41 9.56
O -3.08 15.86 9.33
O -1.50 14.14 10.20
C -0.79 15.49 8.04
H 1.31 15.64 8.60
H 0.79 16.81 7.46
H -0.40 18.19 8.96
H 1.00 17.71 9.87
H -1.49 17.31 10.96
H -0.19 16.12 11.21
H -1.39 16.12 7.37
H -0.74 14.52 7.56

[10]
20
Properties=species:S:1:pos:R:3 method="wB97M-V/def2-TZVPD" spin_multiplicity=1 total_charge=0 e_tot_ev=-12423.2662 e_lumo_ev=0.78 orbital_gap_ev=9.16 relative_energy_kj_mol=586.93 mol_weight_g_mol=124.14 smiles="CN(C)O.CN=O.O"
C -2.78 1.54 0.01
N -1.57 0.85 -0.38
O -1.74 -0.28 -0.86
O -0.87 0.35 1.54
H -0.01 -0.17 0.93
H -1.44 -0.38 1.80
H -3.64 0.87 0.15
H -3.01 2.24 -0.80
H -2.58 2.11 0.91
C 1.02 -1.64 -0.82
C 1.79 0.60 -0.29
N 1.22 -0.64 0.23
O 2.07 -1.18 1.23
H 2.94 -1.36 0.84
H 0.62 -2.54 -0.36
H 1.03 1.04 -0.93
H 1.95 -1.86 -1.36
H 0.32 -1.23 -1.54
H 2.73 0.42 -0.84
H 1.94 1.27 0.55

[11]
73
Properties=species:S:1:pos:R:3 method="wB97M-V/def2-TZVPD" spin_multiplicity=6 total_charge=0 e_tot_ev=-86598.7355 e_lumo_ev="-2.08 / -2.20" orbital_gap_ev="7.21 / 7.08" relative_energy_kj_mol=43.14 mol_weight_g_mol=595.44
Mn 0.96 -2.57 1.26
O 0.20 -1.73 -0.47
C 0.13 -0.35 -0.19
C -0.01 0.08 1.28
O 0.72 -0.72 2.17
H -0.70 0.10 -0.76
H 0.99 0.16 -0.66
H -1.08 0.09 1.54
H 0.36 1.11 1.33
C -0.76 5.38 3.18
O -0.95 6.15 2.25
N -0.75 4.02 3.06
N -0.36 5.81 4.44
H -0.19 3.44 3.67
H -1.09 3.57 2.24
H -0.64 6.76 4.64
H -0.62 5.14 5.15
C -4.30 -0.98 -1.82
O -5.13 -1.04 -0.93
N -2.99 -0.62 -1.66
N -4.57 -1.14 -3.15
H -2.39 -0.31 -2.42
H -2.59 -0.37 -0.78
H -5.53 -1.30 -3.41
H -3.79 -1.11 -3.77
C 3.97 -1.83 0.26
O 3.07 -2.27 1.01
N 3.70 -1.45 -1.02
N 5.25 -1.79 0.63
H 2.78 -1.69 -1.37
H 4.04 -0.56 -1.35
H 5.91 -1.48 -0.06
H 5.52 -1.95 1.58
C -1.35 -0.22 5.58
O -1.73 -0.51 6.70
N -0.48 -1.03 4.89
N -1.81 0.84 4.83
H -0.24 -1.91 5.29
H -0.22 -0.85 3.93
H -1.80 0.61 3.85
H -2.49 1.44 5.27
C 1.97 -2.30 -3.83
O 2.71 -2.69 -4.72
N 1.50 -3.13 -2.82
N 1.44 -1.05 -3.80
H 1.98 -4.00 -2.69
H 1.04 -2.62 -2.08
H 0.69 -0.76 -3.19
H 1.70 -0.48 -4.58
C -0.94 1.54 -3.96
O -1.45 0.43 -4.05
N -0.37 2.17 -5.05
N -0.96 2.30 -2.83
H -0.18 3.15 -4.91
H -0.68 1.88 -5.96
H -0.52 3.20 -2.76
H -1.22 1.93 -1.94
C 2.75 2.12 3.50
O 3.51 2.97 3.92
N 1.46 1.98 3.96
N 3.04 1.28 2.46
H 0.99 1.11 3.74
H 1.22 2.41 4.83
H 4.02 1.10 2.31
H 2.37 0.61 2.10
C -2.34 -3.72 -3.13
O -3.14 -4.58 -3.50
N -1.70 -2.89 -4.01
N -1.90 -3.73 -1.84
H -1.70 -3.26 -4.95
H -0.85 -2.48 -3.67
H -2.27 -4.38 -1.18
H -1.22 -3.03 -1.55